No. 1
{"formula": "C3H11N2O", "method": "ωB97M-V/def2-TZVPD", "charge": 1, "de_lowest_kj_mol": 208.9, "lumo_energy_ev": -3.755, "species": ["C", "C", "N", "C", "N", "H", "H", "H", "H", "H", "H", "H", "H", "H", "H", "H", "O"], "coordinates": [[-1.13, 1.51, -2.24], [-1.03, 0.18, -1.39], [-0.35, 0.54, 0.01], [-0.37, -0.40, 0.94], [-0.01, -0.30, 2.21], [-1.35, 2.48, -1.68], [-1.93, 1.27, -2.90], [-0.17, 1.52, -2.77], [-0.20, -0.54, -1.69], [-1.99, -0.39, -1.15], [-0.16, 1.55, 0.33], [-0.22, -1.43, 0.63], [-0.21, 0.62, 2.73], [0.66, -0.95, 2.49], [2.76, -1.91, 1.02], [2.57, -1.02, -0.33], [2.24, -1.33, 0.50]], "lowdin_charge": [-0.07, -0.14, 0.05, -0.21, 0.16, 0.11, 0.06, 0.08, 0.13, 0.14, 0.19, 0.15, 0.18, 0.10, 0.04, 0.05, -0.02]}

---

No. 2
{"formula": "C3H11N2O", "method": "ωB97M-V/def2-TZVPD", "charge": 1, "de_lowest_kj_mol": 285.5, "lumo_energy_ev": -4.933, "species": ["C", "C", "N", "C", "N", "H", "H", "H", "H", "H", "H", "H", "H", "H", "H", "H", "O"], "coordinates": [[-0.71, 2.55, -1.54], [-1.44, 1.65, -0.41], [-0.50, 0.83, 0.51], [-0.13, -0.38, 0.15], [1.07, -0.81, -0.35], [-0.12, 3.22, -1.05], [-1.30, 3.09, -2.31], [-0.05, 2.01, -2.23], [-2.07, 0.89, -1.04], [-2.16, 2.14, 0.30], [0.09, 1.31, 1.29], [-0.97, -1.08, 0.10], [1.88, -0.32, 0.03], [1.37, -1.75, -0.55], [2.36, -4.27, 2.00], [1.29, -4.88, 2.89], [1.41, -4.19, 2.20]], "lowdin_charge": [-0.06, -0.14, -0.01, -0.13, 0.22, 0.03, 0.10, 0.07, 0.14, 0.13, 0.21, 0.16, 0.14, 0.13, 0.04, 0.06, -0.09]}

---

No. 3
{"formula": "C3H11N2O", "method": "ωB97M-V/def2-TZVPD", "charge": 1, "de_lowest_kj_mol": 134.0, "lumo_energy_ev": -3.686, "species": ["C", "C", "N", "C", "N", "H", "H", "H", "H", "H", "H", "H", "H", "H", "H", "H", "O"], "coordinates": [[1.00, 0.86, -1.86], [1.46, -0.32, -1.01], [0.16, -0.99, -0.55], [-0.35, -0.78, 0.64], [-1.50, -1.37, 1.00], [0.25, 1.42, -1.29], [1.80, 1.54, -2.19], [0.63, 0.51, -2.81], [1.91, -1.10, -1.64], [2.06, 0.16, -0.24], [-0.49, -1.44, -1.19], [0.25, -0.20, 1.38], [-1.80, -2.18, 0.46], [-2.16, -0.63, 1.24], [-1.43, 2.15, 2.35], [-0.76, 1.11, 3.31], [-1.03, 1.27, 2.39]], "lowdin_charge": [-0.08, -0.14, 0.08, -0.15, 0.15, 0.08, 0.09, 0.08, 0.13, 0.13, 0.17, 0.15, 0.12, 0.12, 0.06, 0.07, -0.05]}